ORCA calculation (ωB97M-V/def2-TZVPD) on C52H46Cl3GeN2O2PbS6Sb as an isolated structure.

## Properties
- Frontier orbital gap (alpha / beta): 6.44 / 5.46 eV
- Relative energy (zero: lowest compared OMol25 entry of this formula, charge and spin): 59.4 kcal per mole
- Charge: -1
- Strongest force on any atom: 0.555 eV/Å
- Multiplicity: 2
- E_tot: -8548.98315 hartree
- HOMO energy (alpha / beta): -4.73 / -5.12 eV

Last column: Mulliken charge in e.
Positions of all 114 atoms, in Å:
Pb 0.997 0.442 -1.804  1.63
Cl -1.398 -0.029 -3.743  -0.14
C -1.579 1.482 -4.577  0.56
C -2.774 1.658 -5.259  -0.72
C -3.010 2.821 -5.965  -0.41
C -2.040 3.808 -5.983  -0.70
C -0.852 3.624 -5.298  0.13
Cl 0.311 4.913 -5.377  -0.23
C -0.561 2.455 -4.556  -0.16
S 0.982 2.328 -3.740  -0.30
H -3.513 0.867 -5.229  0.39
H -3.942 2.959 -6.498  0.36
H -2.196 4.732 -6.525  0.40
S 4.453 -1.047 1.310  -0.57
Sb 2.677 0.328 1.590  0.35
S 2.684 1.794 -0.318  -0.66
S 0.503 -1.251 0.650  -0.15
S -1.954 -2.907 0.162  -0.10
C -0.071 -2.967 0.295  0.74
N 0.105 -3.943 1.326  0.13
C 1.029 -5.028 1.044  -1.17
C 2.244 -4.456 0.352  -0.69
N 1.791 -3.953 -0.959  1.01
C 2.440 -4.532 -2.136  -1.59
C 3.948 -4.469 -2.103  1.05
C 4.680 -5.438 -2.784  -0.88
C 6.066 -5.384 -2.818  -0.60
C 6.738 -4.354 -2.171  -0.53
C 6.014 -3.392 -1.480  -0.80
C 4.627 -3.456 -1.438  0.96
C 0.578 -3.372 -1.051  -1.04
S -0.171 -3.049 -2.499  -0.23
C -0.216 -3.660 2.727  -0.73
C 0.932 -3.249 3.639  0.47
C 1.139 -1.908 3.955  -0.10
C 2.187 -1.520 4.778  -0.86
C 3.057 -2.470 5.295  -0.37
C 2.844 -3.812 5.018  -0.83
C 1.778 -4.197 4.214  -0.22
H 0.562 -5.767 0.382  0.42
H 1.299 -5.525 1.969  0.29
H 3.008 -5.212 0.186  0.79
H 2.677 -3.644 0.947  -0.01
H 2.060 -4.010 -3.008  0.49
H 2.122 -5.578 -2.228  0.47
H 4.160 -6.241 -3.300  0.40
H 6.623 -6.153 -3.342  0.38
H 7.820 -4.304 -2.208  0.40
H 6.517 -2.583 -0.962  0.44
H 4.088 -2.708 -0.865  -0.52
H -0.683 -4.562 3.133  0.54
H -0.967 -2.876 2.731  -0.47
H 0.473 -1.161 3.537  0.68
H 2.324 -0.473 5.019  0.51
H 3.890 -2.167 5.919  0.37
H 3.505 -4.565 5.433  0.38
H 1.599 -5.255 4.051  0.34
Cl 5.866 0.394 -7.436  -0.25
C 4.945 0.044 -5.999  0.41
C 5.177 0.775 -4.843  -0.83
C 4.484 0.457 -3.689  -0.05
C 3.556 -0.597 -3.669  0.26
C 2.898 -0.982 -2.435  0.10
C 3.309 -1.281 -4.867  -0.09
C 4.002 -0.973 -6.024  -0.83
H 5.894 1.587 -4.852  0.41
H 4.653 1.020 -2.777  0.41
H 3.468 -0.782 -1.527  0.42
H 2.417 -1.953 -2.452  -0.81
H 2.570 -2.077 -4.878  0.38
H 3.817 -1.516 -6.943  0.40
O -2.367 -1.388 -0.394  -0.25
C -2.508 -0.314 0.446  0.32
O -2.443 0.783 -0.043  -0.30
C -2.932 -0.548 1.874  -0.04
C -2.644 0.621 2.819  -1.17
Ge -3.186 2.440 2.276  1.64
C -4.971 2.510 1.465  0.65
C -5.385 3.665 0.796  -0.20
C -6.677 3.779 0.298  -0.76
C -7.579 2.734 0.453  -0.45
C -7.185 1.579 1.115  -0.75
C -5.894 1.475 1.621  -0.44
C -3.401 3.407 4.001  0.01
C -3.801 4.747 3.967  -0.18
C -3.937 5.493 5.130  -0.74
C -3.666 4.911 6.364  -0.46
C -3.268 3.584 6.422  -0.72
C -3.139 2.843 5.250  -0.34
C -1.959 3.614 1.316  0.33
C -2.096 3.867 -0.050  -0.07
C -1.279 4.798 -0.677  -0.78
C -0.304 5.472 0.047  -0.54
C -0.145 5.214 1.401  -0.75
C -0.975 4.296 2.032  -0.33
H -2.473 -1.455 2.248  -0.15
H -4.006 -0.750 1.799  0.25
H -1.566 0.680 3.002  0.36
H -3.125 0.410 3.775  0.29
H -4.685 4.481 0.651  0.35
H -6.979 4.684 -0.217  0.40
H -8.585 2.820 0.061  0.36
H -7.883 0.759 1.238  0.40
H -5.611 0.575 2.158  0.18
H -4.004 5.219 3.010  0.25
H -4.246 6.530 5.075  0.39
H -3.760 5.493 7.274  0.36
H -3.053 3.122 7.379  0.39
H -2.819 1.808 5.322  0.20
H -2.837 3.324 -0.627  0.51
H -1.389 4.987 -1.736  0.45
H 0.336 6.192 -0.449  0.39
H 0.625 5.727 1.965  0.40
H -0.858 4.112 3.096  0.36


ORCA calculation (ωB97M-V/def2-TZVPD) on C52H46N6O5SbTi as an isolated structure at a distorted geometry.

## Properties
- Frontier orbital gap (alpha / beta): 4.90 / 4.90 eV
- Relative energy (zero: lowest compared OMol25 entry of this formula, charge and spin): 28.0 kcal per mole
- Charge: -1
- Strongest force on any atom: 3.684 eV/Å
- Multiplicity: 1
- E_tot: -3803.49185 hartree
- HOMO energy (alpha / beta): -2.85 / -2.85 eV

Last column: Mulliken charge in e.
Positions of all 111 atoms, in Å:
Ti 0.487 -0.237 -0.393  -1.40
C -1.722 5.944 -4.407  -0.43
C -2.653 5.668 -3.418  -0.76
C -2.567 4.493 -2.687  -0.08
C -1.556 3.567 -2.937  -0.04
C -0.634 3.846 -3.947  -0.20
C -0.713 5.025 -4.668  -0.83
C -1.460 2.324 -2.138  0.97
C -1.325 2.426 -0.796  0.08
C -0.571 3.557 -0.242  -2.28
C 0.678 3.245 0.148  0.16
C 1.228 1.887 0.180  0.80
C 2.293 1.782 1.035  0.79
C 2.953 2.857 1.830  -0.67
C 4.301 3.129 1.590  -0.10
C 4.990 4.050 2.363  -0.84
C 4.340 4.706 3.400  -0.49
C 2.998 4.448 3.640  -1.02
C 2.304 3.537 2.858  0.41
C 2.804 0.464 1.270  -0.19
N 2.269 -0.567 0.576  0.59
C 2.795 -1.714 1.114  1.15
C 2.562 -2.987 0.585  1.02
C 3.425 -4.086 1.096  -1.06
C 3.176 -4.747 2.293  0.09
C 4.095 -5.655 2.801  -0.76
C 5.278 -5.908 2.125  -0.36
C 5.529 -5.265 0.920  -0.85
C 4.607 -4.367 0.408  0.08
C 1.852 -3.133 -0.605  -0.10
C 1.931 -4.305 -1.433  -1.55
C 1.558 -3.919 -2.678  -1.49
C 1.155 -2.543 -2.580  0.51
N 1.291 -2.090 -1.300  1.06
C 0.706 -1.791 -3.661  1.32
C -0.052 -0.610 -3.557  0.17
C -0.823 -0.153 -4.658  -1.22
C -1.558 0.911 -4.202  -1.59
C -1.194 1.102 -2.854  -0.44
N -0.283 0.163 -2.440  1.05
C 1.147 -2.217 -5.019  -1.47
C 0.513 -3.183 -5.791  0.22
C 1.021 -3.538 -7.034  -0.77
C 2.174 -2.940 -7.518  -0.33
C 2.820 -1.980 -6.751  -0.84
C 2.309 -1.623 -5.514  0.04
C 3.710 -1.377 2.150  -1.70
C 3.717 -0.004 2.243  -1.35
N -1.407 1.249 0.012  -0.07
H -1.774 6.871 -4.964  0.37
H -3.452 6.370 -3.214  0.39
H -3.294 4.277 -1.913  0.32
H 0.155 3.133 -4.146  0.49
H 0.023 5.236 -5.435  0.39
H -0.927 4.573 -0.338  0.61
H 1.315 4.060 0.488  0.55
H 4.803 2.601 0.789  0.45
H 6.036 4.248 2.163  0.40
H 4.882 5.414 4.015  0.37
H 2.493 4.958 4.451  0.42
H 1.256 3.333 3.049  0.62
H 2.265 -4.535 2.840  0.41
H 3.898 -6.154 3.742  0.40
H 6.011 -6.587 2.542  0.37
H 6.456 -5.448 0.390  0.35
H 4.807 -3.846 -0.520  0.47
H 2.270 -5.273 -1.103  0.65
H 1.520 -4.513 -3.576  0.50
H -0.837 -0.610 -5.634  0.51
H -2.284 1.502 -4.738  0.65
H -0.385 -3.659 -5.417  0.44
H 0.516 -4.289 -7.630  0.38
H 2.567 -3.219 -8.488  0.37
H 3.727 -1.513 -7.116  0.38
H 2.811 -0.881 -4.905  0.49
H 4.291 -2.083 2.723  0.52
H 4.280 0.608 2.928  0.61
O -2.153 -1.535 1.662  -0.70
N -1.239 -1.311 0.890  1.13
O -1.351 -1.390 -0.364  -0.68
O -0.112 -0.880 1.293  0.21
O -1.943 2.768 3.075  -0.55
C -2.244 2.158 2.083  -0.50
O -1.237 1.592 1.375  1.33
C -3.724 1.920 1.777  0.33
N -4.081 1.259 0.515  -0.32
C -4.975 0.119 0.806  -0.60
C -5.464 0.333 2.236  -0.70
C -4.232 0.961 2.881  -0.50
H -4.220 2.889 1.883  0.41
H -2.346 0.849 -0.078  0.40
H -4.504 1.911 -0.129  0.32
H -4.384 -0.797 0.757  0.08
H -5.780 0.053 0.074  0.42
H -5.747 -0.604 2.715  0.43
H -6.310 1.025 2.267  0.30
H -3.481 0.189 3.057  -0.03
H -4.423 1.496 3.808  0.38
C 2.131 -0.193 5.321  -1.43
Sb 0.375 0.257 4.094  0.55
C -0.750 0.824 5.881  -1.36
C -0.300 -1.794 4.311  -1.19
H 1.832 -0.443 6.339  0.48
H 2.802 0.666 5.350  0.35
H 2.666 -1.034 4.882  0.36
H -0.602 0.097 6.680  0.42
H -1.811 0.882 5.638  0.30
H -0.428 1.807 6.223  0.37
H -1.378 -1.848 4.180  0.35
H -0.028 -2.175 5.295  0.52
H 0.171 -2.397 3.535  0.09


ORCA calculation (ωB97M-V/def2-TZVPD) on C52H47N2OP2PtS as an isolated structure.

## Properties
- Frontier orbital gap: 6.94 eV
- Relative energy (zero: lowest compared OMol25 entry of this formula, charge and spin): 0.0 kcal per mole
- Charge: +1
- Strongest force on any atom: 0.483 eV/Å
- Multiplicity: 1
- E_tot: -3394.44785 hartree
- HOMO energy: -10.00 eV

Last column: Mulliken charge in e.
Positions of all 106 atoms, in Å:
Pt 0.620 1.095 -0.369  3.53
O 3.265 0.839 -1.837  -0.53
N 2.884 0.989 -0.515  0.12
C 3.770 1.604 0.156  -1.03
C 3.801 1.804 1.613  1.31
C 5.078 2.159 2.068  -1.04
C 5.365 2.272 3.417  -0.84
C 4.366 2.021 4.342  -0.92
C 3.096 1.686 3.904  -0.48
C 2.778 1.584 2.553  0.46
P 1.021 1.241 2.122  0.38
C 0.697 -0.268 3.091  0.89
C 1.672 -1.264 3.143  -1.15
C 1.408 -2.476 3.761  -0.42
C 0.165 -2.710 4.330  -0.76
C -0.813 -1.727 4.277  -1.06
C -0.552 -0.516 3.657  -0.67
C 0.150 2.577 2.999  1.04
C -0.112 2.568 4.369  -0.32
C -0.736 3.651 4.966  -0.88
C -1.107 4.752 4.204  -0.73
C -0.856 4.765 2.842  -0.48
C -0.236 3.679 2.244  -0.27
H 2.676 0.137 -2.146  0.34
H 4.664 1.915 -0.382  0.28
H 5.862 2.336 1.343  0.40
H 6.361 2.545 3.737  0.42
H 4.567 2.091 5.403  0.47
H 2.328 1.502 4.642  0.27
H 2.648 -1.095 2.702  0.30
H 2.176 -3.237 3.797  0.47
H -0.043 -3.655 4.815  0.42
H -1.783 -1.902 4.724  0.48
H -1.323 0.245 3.631  0.59
H 0.156 1.712 4.976  0.38
H -0.938 3.633 6.029  0.44
H -1.598 5.594 4.674  0.41
H -1.153 5.612 2.237  0.51
H -0.060 3.684 1.179  -0.18
C -2.678 0.651 1.149  -1.07
C -3.378 0.210 -0.103  0.68
C -4.675 -0.288 0.002  -0.54
C -5.404 -0.668 -1.112  -1.06
C -4.839 -0.556 -2.372  -0.80
C -3.552 -0.059 -2.500  -1.00
C -2.808 0.323 -1.379  1.14
P -1.218 1.175 -1.673  1.77
C -0.903 1.019 -3.477  0.65
C -0.953 2.174 -4.257  -1.16
C -0.626 2.149 -5.605  -0.96
C -0.247 0.955 -6.191  -0.85
C -0.213 -0.202 -5.428  -0.82
C -0.538 -0.199 -4.076  0.58
C -0.503 -1.487 -3.314  -0.58
C -1.630 2.930 -1.489  0.43
C -2.880 3.522 -1.484  -0.86
C -2.968 4.897 -1.285  -0.85
C -1.818 5.651 -1.110  -0.75
C -0.562 5.050 -1.119  -0.45
C -0.465 3.680 -1.306  -0.15
C 0.818 2.904 -1.331  -1.98
H -3.174 0.232 2.024  0.64
H -2.681 1.741 1.243  0.38
H -1.635 0.333 1.162  -0.46
H -5.117 -0.374 0.987  0.43
H -6.409 -1.051 -0.996  0.40
H -5.394 -0.843 -3.255  0.44
H -3.128 0.045 -3.490  0.46
H -1.253 3.116 -3.818  0.39
H -0.672 3.060 -6.186  0.48
H 0.014 0.918 -7.241  0.41
H 0.063 -1.140 -5.894  0.46
H -0.307 -2.320 -3.990  0.58
H -1.454 -1.689 -2.820  0.05
H 0.255 -1.474 -2.527  -0.29
H -3.774 2.926 -1.621  0.55
H -3.938 5.376 -1.264  0.44
H -1.897 6.719 -0.955  0.44
H 0.330 5.648 -0.972  0.46
H 1.629 3.440 -0.833  0.73
H 1.124 2.704 -2.362  1.00
N 1.166 -1.748 -0.393  0.13
S 1.147 -3.184 0.315  0.70
C -0.410 -3.991 -0.083  0.23
C -1.531 -3.186 -0.169  0.03
C -2.770 -3.763 -0.406  -0.23
C -2.880 -5.140 -0.538  -0.76
C -1.751 -5.942 -0.429  -0.62
C -0.510 -5.371 -0.199  -0.71
C 2.245 -4.173 -0.672  -0.11
C 2.103 -4.210 -2.055  -0.03
C 2.994 -4.956 -2.803  -0.66
C 4.015 -5.661 -2.171  -0.48
C 4.148 -5.619 -0.794  -0.67
C 3.260 -4.865 -0.035  -0.25
H 1.145 -1.095 0.390  -1.20
H -1.426 -2.112 -0.077  0.40
H -3.645 -3.133 -0.492  0.39
H -3.846 -5.590 -0.726  0.43
H -1.835 -7.016 -0.533  0.41
H 0.371 -5.996 -0.127  0.47
H 1.301 -3.658 -2.530  0.29
H 2.895 -4.996 -3.879  0.44
H 4.708 -6.246 -2.761  0.39
H 4.942 -6.168 -0.306  0.42
H 3.356 -4.819 1.042  0.44


ORCA calculation (ωB97M-V/def2-TZVPD) on C52H48N8O4P2SSc as an isolated structure at a distorted geometry.

## Properties
- Frontier orbital gap: 7.46 eV
- Relative energy (zero: lowest compared OMol25 entry of this formula, charge and spin): 0.0 kcal per mole
- Charge: +1
- Strongest force on any atom: 2.367 eV/Å
- Multiplicity: 1
- E_tot: -4591.06452 hartree
- HOMO energy: -10.21 eV

Last column: Mulliken charge in e.
Positions of all 116 atoms, in Å:
Sc 10.885 11.170 12.786  -0.66
C 11.945 8.038 12.885  -1.49
N 12.737 9.279 12.893  -0.04
C 13.506 9.371 14.117  -1.03
C 13.625 10.817 14.443  -0.89
N 12.871 11.791 13.922  2.07
C 13.388 12.975 14.409  -1.10
C 13.053 14.285 14.134  0.54
C 13.796 15.294 14.742  -0.66
C 14.810 14.972 15.672  -0.95
C 15.196 13.666 15.918  -1.06
C 14.454 12.660 15.272  0.94
N 14.574 11.309 15.243  0.05
C 10.789 8.270 13.813  0.12
N 10.431 9.451 14.282  1.26
C 9.315 9.235 15.086  0.08
C 8.524 10.135 15.762  -0.16
C 7.412 9.610 16.393  -1.12
C 7.125 8.209 16.381  -0.62
C 7.911 7.318 15.679  -1.37
C 9.001 7.877 15.049  0.67
N 9.981 7.304 14.235  0.03
H 12.554 7.194 13.167  0.73
H 11.471 7.785 11.951  0.36
H 13.301 9.310 12.043  -0.06
H 14.492 8.879 13.983  0.48
H 12.976 8.803 14.898  0.39
H 12.200 14.503 13.457  -0.76
H 13.528 16.313 14.539  0.66
H 15.348 15.757 16.196  0.44
H 15.930 13.311 16.615  0.52
H 15.238 10.741 15.776  0.34
H 8.744 11.181 15.779  0.40
H 6.763 10.264 16.971  0.47
H 6.301 7.878 16.963  0.44
H 7.704 6.285 15.675  0.51
H 10.015 6.348 13.910  0.29
O 9.128 8.297 10.561  -0.73
C 9.331 9.376 11.092  0.62
O 10.504 9.876 11.219  1.43
C 8.261 10.278 11.874  0.17
O 7.063 10.165 11.775  -0.70
O 8.876 11.086 12.698  -0.23
C 11.268 9.320 6.292  -1.03
S 10.398 10.594 7.234  0.20
C 11.236 12.109 6.633  -0.95
C 12.505 12.489 7.289  -0.86
C 12.377 13.420 8.496  -0.50
N 11.999 12.851 9.786  1.58
P 12.910 11.742 10.688  1.05
C 13.542 10.364 9.676  -0.19
C 12.703 9.248 9.483  -0.56
C 13.094 8.170 8.703  -1.29
C 14.359 8.126 8.146  -0.85
C 15.224 9.233 8.285  -0.91
C 14.773 10.328 9.056  -0.05
C 14.465 12.577 11.218  0.73
C 14.566 13.953 11.193  -0.60
C 15.700 14.618 11.672  -1.04
C 16.694 13.844 12.257  -0.63
C 16.644 12.441 12.240  -1.09
C 15.528 11.833 11.677  -0.56
P 10.869 13.593 10.827  1.02
C 11.221 15.409 11.005  1.22
C 10.783 15.999 12.193  -0.50
C 10.981 17.321 12.531  -0.41
C 11.619 18.162 11.618  -0.86
C 12.037 17.633 10.399  -0.70
C 11.766 16.336 10.074  -0.42
C 9.298 13.542 9.910  0.52
C 8.554 14.690 9.728  -0.74
C 7.322 14.597 9.080  -0.78
C 6.909 13.395 8.565  -0.80
C 7.625 12.242 8.767  -0.83
C 8.814 12.297 9.470  0.13
H 11.056 8.371 6.740  0.35
H 12.334 9.539 6.385  0.21
H 10.992 9.290 5.247  0.40
H 10.513 12.909 6.759  0.38
H 11.375 12.031 5.537  0.58
H 13.147 13.099 6.589  0.49
H 13.136 11.631 7.520  0.08
H 11.588 14.158 8.205  0.50
H 13.308 13.949 8.635  0.44
H 11.678 9.258 9.841  0.91
H 12.364 7.346 8.518  0.62
H 14.748 7.273 7.575  0.36
H 16.215 9.207 7.875  0.52
H 15.450 11.192 9.196  0.41
H 13.798 14.586 10.759  -0.09
H 15.723 15.680 11.645  0.56
H 17.531 14.308 12.716  0.45
H 17.449 11.835 12.667  0.43
H 15.463 10.756 11.617  0.55
H 10.202 15.450 12.947  0.21
H 10.554 17.708 13.453  0.48
H 11.796 19.198 11.820  0.43
H 12.457 18.228 9.608  0.50
H 12.007 16.018 9.056  0.26
H 8.897 15.670 10.083  0.35
H 6.764 15.521 8.890  0.37
H 5.994 13.307 7.995  0.43
H 7.219 11.289 8.410  0.49
H 9.409 11.363 9.600  -0.27
N 7.831 15.719 18.532  -0.44
C 8.437 15.105 17.800  -0.28
C 9.126 14.287 16.851  0.35
C 10.258 13.527 17.086  -0.98
C 10.765 12.821 16.032  -0.04
N 10.226 12.738 14.813  1.40
C 9.133 13.456 14.547  -0.99
C 8.583 14.288 15.550  -0.91
H 10.768 13.505 18.068  0.54
H 11.696 12.219 16.175  0.00
H 8.645 13.290 13.616  0.66
H 7.707 14.843 15.293  0.59